[1]
ORCA calculation (the ωB97M-V functional and the def2-TZVPD basis) on one molecule with the formula C23H28N4O6S2.

```
63
Properties=species:S:1:pos:R:3
C 4.686 0.414 -1.656
C 3.195 0.307 -1.929
C 2.734 1.386 -2.902
H 1.654 1.373 -3.023
H 3.031 2.366 -2.535
H 3.198 1.224 -3.873
C 2.389 0.325 -0.612
N 1.189 -0.467 -0.767
C 1.091 -1.168 -2.008
H 0.504 -0.598 -2.734
H 0.620 -2.138 -1.853
S 2.790 -1.357 -2.628
S 0.650 -1.195 0.637
O -0.315 -2.184 0.263
O 0.262 -0.143 1.529
C 2.084 -2.019 1.333
C 2.532 -1.638 2.583
C 3.622 -2.289 3.138
C 4.252 -3.303 2.433
C 3.795 -3.674 1.178
C 2.699 -3.035 0.624
H 2.323 -3.316 -0.346
H 4.291 -4.461 0.630
H 5.104 -3.808 2.864
H 3.978 -2.004 4.116
H 2.018 -0.842 3.097
C 2.078 1.745 -0.151
O 2.973 2.472 0.285
N 0.810 2.103 -0.267
H 0.120 1.402 -0.573
C 0.263 3.397 0.102
C 0.365 3.691 1.622
O -0.606 3.956 2.280
O 1.580 3.694 2.118
H 2.269 3.377 1.463
H 0.839 4.185 -0.408
C -1.203 3.438 -0.360
N -2.065 2.546 0.378
C -2.093 1.199 0.109
O -1.484 0.710 -0.840
N -2.896 0.494 0.927
H -3.390 0.981 1.658
C -3.155 -0.923 0.780
C -4.545 -1.163 0.250
C -4.881 -0.708 -1.020
C -6.159 -0.892 -1.515
C -7.116 -1.535 -0.746
C -6.789 -1.989 0.520
C -5.510 -1.800 1.016
H -5.258 -2.157 2.004
H -7.532 -2.489 1.124
H -8.113 -1.683 -1.133
H -6.410 -0.538 -2.504
H -4.129 -0.211 -1.614
H -2.403 -1.316 0.093
H -3.021 -1.411 1.750
H -2.240 2.846 1.327
H -1.589 4.452 -0.236
H -1.252 3.157 -1.415
H 3.013 -0.116 0.182
H 5.238 0.439 -2.592
H 5.031 -0.436 -1.072
H 4.884 1.328 -1.100
```

Calculated values
structure (SMILES) = CC1(C)SCN(S(=O)(=O)c2ccccc2)[C@@H]1C(=O)N[C@@H](CNC(=O)NCc1ccccc1)C(=O)O
E_tot = -2360.1836 Eh
E_HOMO = -9.01 eV
maximum force = 1.14 eV/A
energy relative to the best compared isomer or geometry (same formula, charge and spin) = 0.0 kcal per mole
charge = 0

Mulliken charges, unit e, in atom order: -1.5624, 1.2831, -1.5431, 0.3767, 0.3136, 0.4299, -0.0998, 0.0964, -0.7384, 0.3271, 0.5169, -0.2640, 1.9148, -0.8059, -0.8243, -0.2056, -0.0115, -0.7738, -0.4076, -0.9279, -0.2267, 0.4163, 0.4255, 0.4056, 0.4235, 0.5146, -0.0199, -0.8660, 0.3099, 0.1614, -0.1200, 0.7232, -0.6297, -0.5640, 0.4072, 0.3748, -1.3991, -0.2456, 0.5530, -0.7394, -0.0598, 0.2296, -0.7282, 0.4959, -0.2715, -0.6419, -0.4063, -0.5642, -0.3821, 0.3416, 0.3768, 0.3755, 0.3814, 0.4033, 0.1535, 0.4524, 0.2991, 0.5081, 0.4329, 0.4527, 0.4388, 0.4151, 0.2988

***

[2]
ORCA calculation (the ωB97M-V functional and the def2-TZVPD basis) on one molecule with the formula C6H6.

```
12
Properties=species:S:1:pos:R:3
C 1.026 0.421 -0.272
C 0.546 1.646 -0.304
C 2.028 -0.541 -0.183
C 1.138 -1.232 0.475
C -0.394 0.707 0.370
C -1.621 0.340 -0.343
H 3.044 -0.752 -0.527
H 0.525 -1.914 0.840
H -0.452 0.688 1.457
H -1.483 0.271 -1.510
H -2.439 0.987 -0.082
H -1.918 -0.623 0.079
```

Calculated values
E_tot = -231.9148 Eh
E_HOMO (spin up / spin down) = -8.08 / -8.08 eV
maximum force = 4.76 eV/A
energy relative to the best compared isomer or geometry (same formula, charge and spin) = 195.5 kcal per mole
charge = 0

Mulliken charges, unit e, in atom order: 0.5930, -0.7872, -0.5959, -0.2993, -0.1287, -1.0058, 0.3363, 0.5343, 0.4331, 0.2810, 0.3446, 0.2945

***

[3]
ORCA calculation (the ωB97M-V functional and the def2-TZVPD basis) on one molecule with the formula C7H10S.

```
18
Properties=species:S:1:pos:R:3
C -0.156 1.578 -1.753
C -0.568 0.175 -1.304
C -0.817 -0.473 1.309
C -1.130 -0.728 2.615
C 0.589 -0.202 0.764
C 1.800 -0.838 0.064
C 0.523 -0.717 -0.706
H -1.010 1.817 -2.609
H -0.241 2.269 -0.745
H 0.980 1.490 -2.202
H -1.124 -0.317 -2.148
H -0.380 -0.886 3.416
H -2.135 -0.676 2.987
H 0.773 0.883 0.743
H 2.486 -0.058 -0.214
H 2.170 -1.754 0.395
H 0.140 -1.722 -0.709
S -1.901 0.159 0.096
```

Calculated values
structure (SMILES) = C=C1S[C@@H](C)[C@H]2C[C@H]12
E_tot = -670.7362 Eh
E_HOMO = -8.19 eV
maximum force = 3.49 eV/A
energy relative to the best compared isomer or geometry (same formula, charge and spin) = 105.0 kcal per mole
charge = 0

Mulliken charges, unit e, in atom order: -0.8823, -0.0551, 0.3654, -0.8783, -0.1738, -0.5412, -0.2982, 0.2722, 0.2561, 0.2209, 0.4832, 0.2544, 0.2897, 0.1656, 0.2376, 0.3051, 0.1559, -0.1775

***

[4]
ORCA calculation (the ωB97M-V functional and the def2-TZVPD basis) on C30H65AlF5O11 as an isolated structure.

```
112
Properties=species:S:1:pos:R:3
C 6.061 1.399 1.179
C 4.586 1.492 0.820
C 3.846 0.138 0.942
C 3.009 -0.243 -0.307
Al 1.012 -0.470 0.008
C 0.467 -2.319 -0.628
C -1.015 -2.536 -0.239
C -1.893 -3.136 -1.349
C -2.948 -4.134 -0.879
O -2.446 -5.484 -0.925
C 0.449 -0.349 1.954
C -0.240 0.948 2.422
C -1.696 1.019 1.904
C -2.733 0.911 3.007
O -3.828 0.032 2.556
C -4.820 0.706 1.954
C -4.954 0.487 0.482
O -5.567 1.410 2.567
C -0.011 0.821 -1.252
F 0.183 0.374 -2.576
F -1.408 0.804 -1.134
C 0.397 2.273 -1.275
C 1.275 2.814 -0.338
C 1.611 4.171 -0.390
C 1.089 5.007 -1.376
C 0.225 4.464 -2.329
C -0.356 5.292 -3.428
F -0.118 4.752 -4.640
F -1.693 5.393 -3.334
F 0.127 6.535 -3.461
C -0.117 3.113 -2.271
H 6.568 2.345 0.984
H 6.213 1.134 2.221
H 6.550 0.658 0.551
H 4.099 2.219 1.472
H 4.513 1.874 -0.196
H 4.619 -0.619 1.082
H 3.257 0.155 1.857
H 3.385 -1.193 -0.681
H 3.203 0.470 -1.110
H 0.526 -2.305 -1.717
H 1.079 -3.112 -0.204
H -1.482 -1.578 0.011
H -1.095 -3.134 0.668
H -1.257 -3.619 -2.087
H -2.439 -2.334 -1.847
H -3.291 -3.928 0.130
H -3.816 -4.074 -1.530
H -2.587 -5.802 -1.817
H -0.289 -1.144 2.084
H 1.251 -0.598 2.650
H 0.296 1.859 2.162
H -0.282 0.943 3.517
H -1.852 0.200 1.214
H -1.815 1.973 1.395
H -2.337 0.437 3.896
H -3.166 1.878 3.244
H -5.607 -0.359 0.288
H -3.974 0.301 0.051
H -5.377 1.372 0.026
H 1.697 2.185 0.432
H 2.285 4.588 0.343
H 1.334 6.055 -1.425
H -0.789 2.700 -3.008
C -5.594 -1.792 -3.029
O -5.377 -3.164 -3.362
H -4.633 -1.342 -2.796
H -6.045 -1.255 -3.868
H -6.242 -1.705 -2.152
H -6.232 -3.561 -3.543
C -5.350 4.432 4.468
O -6.472 4.142 3.652
H -5.581 5.326 5.043
H -5.144 3.611 5.162
H -4.458 4.625 3.864
H -6.258 3.350 3.148
C 5.039 0.127 -4.199
O 3.961 -0.576 -3.600
H 5.959 -0.316 -3.825
H 5.012 0.031 -5.289
H 5.023 1.186 -3.925
H 3.138 -0.190 -3.910
C -2.274 2.371 6.486
O -1.881 1.007 6.394
H -1.374 2.959 6.645
H -2.756 2.707 5.564
H -2.955 2.532 7.327
H -2.675 0.484 6.252
C 7.469 -2.750 -2.886
O 6.357 -3.415 -2.296
H 8.379 -3.212 -2.510
H 7.437 -2.847 -3.976
H 7.468 -1.692 -2.610
H 5.555 -2.994 -2.623
C -3.960 -3.854 2.704
O -4.883 -3.203 1.839
H -3.750 -4.833 2.281
H -3.025 -3.292 2.775
H -4.381 -3.983 3.706
H -5.057 -2.332 2.206
C -2.845 1.515 -3.959
O -3.121 0.888 -2.716
H -3.776 1.942 -4.327
H -2.111 2.318 -3.844
H -2.474 0.794 -4.694
H -2.294 0.514 -2.384
C 8.740 -5.144 -0.031
O 9.708 -4.095 0.002
H 7.990 -4.882 -0.773
H 9.211 -6.090 -0.315
H 8.254 -5.252 0.941
H 10.369 -4.325 0.659
```

Calculated values
E_tot = -2751.4131 Eh
E_HOMO = -4.93 eV
maximum force = 1.42 eV/A
charge = -1

Mulliken population analysis, charges in e, atoms 1 to 99: -1.5272, -0.2399, -0.5756, -0.7117, -1.0619, -1.3820, 0.6436, -0.2931, 0.0216, -0.6016, -0.9072, -0.7672, 0.9877, -0.1648, -0.3038, 0.5912, -0.5668, -0.7094, 1.5623, -0.3997, 0.1708, -0.0012, 0.1309, -1.5097, -0.8510, 0.3727, 1.0127, -0.2736, -0.2611, -0.3035, -0.6381, 0.4169, 0.3447, 0.3362, 0.2272, 0.2693, 0.5562, 0.0772, 0.5238, 0.3428, 0.5062, 0.5262, -0.6866, 0.5060, 0.3758, -0.1109, -0.3745, 0.3299, 0.3557, 0.3640, 0.6357, 0.0497, 0.6907, -1.1741, 0.3963, 0.2380, 0.0729, 0.2531, 0.0065, 0.3796, 0.3771, 0.4406, 0.4816, -0.1049, -0.1698, -0.5176, -0.0859, 0.3393, 0.2100, 0.2754, -0.4716, -0.5497, 0.3266, 0.1572, 0.2037, 0.3858, -0.4706, -0.3613, 0.0527, 0.2928, 0.2736, 0.2203, -0.3225, -0.5043, 0.2472, -0.0223, 0.3115, 0.2937, -0.4765, -0.4998, 0.2456, 0.2690, 0.1417, 0.2846, -0.6155, -0.5502, 0.2963, 0.1288, 0.3373

***

[5]
ORCA calculation (the ωB97M-V functional and the def2-TZVPD basis) on a 2-piece molecular cluster, C6H17N2 overall.

```
25
Properties=species:S:1:pos:R:3
N -2.377 -0.968 0.892
C -1.484 -0.851 2.145
C -0.083 -1.198 1.974
N 0.112 0.079 -0.422
C 1.111 -0.671 -1.123
C 0.768 -0.871 -2.686
C -0.022 1.507 -0.653
C 1.096 2.435 -0.094
H 0.497 -0.448 1.392
H -3.245 -0.499 1.001
H -1.898 -0.625 0.035
H -1.558 0.138 2.584
H -2.001 -1.458 2.861
H 0.427 -1.442 2.923
H -0.077 -2.018 1.296
H 2.268 -0.424 -0.956
H 1.113 -1.602 -0.642
H 1.608 -1.496 -3.081
H 0.858 0.078 -3.223
H -0.177 -1.384 -2.735
H -0.207 1.695 -1.678
H -0.971 1.865 -0.088
H 0.993 2.597 1.006
H 2.142 2.153 -0.210
H 1.107 3.407 -0.518
```

Calculated values
E_tot = -347.8599 Eh
E_HOMO = -12.59 eV
maximum force = 4.11 eV/A
energy relative to the best compared isomer or geometry (same formula, charge and spin) = 144.9 kcal per mole
charge = +1

Mulliken charges, unit e, in atom order: -0.5856, -0.3095, -0.6645, 0.2170, -0.4482, -1.0459, -0.4399, -1.1519, 0.0929, 0.2605, 0.1957, 0.2841, 0.4408, 0.3849, 0.2504, 0.3434, 0.3263, 0.3579, 0.3599, 0.3419, 0.4579, 0.2788, 0.3209, 0.3250, 0.4072

***

[6]
ORCA calculation (the ωB97M-V functional and the def2-TZVPD basis) on a 2-piece molecular cluster, H6OP4 overall.

```
11
Properties=species:S:1:pos:R:3
O -0.294 1.429 -1.602
P -0.240 -1.499 -0.388
P -1.092 1.266 -2.783
P 1.205 -0.720 2.250
P 0.293 0.403 0.525
H -0.494 -2.077 0.865
H -1.601 -1.365 -0.518
H 1.558 0.527 -0.122
H -0.606 2.364 -3.720
H 1.425 0.542 2.714
H -0.154 -0.870 2.779
```

Calculated values
structure (SMILES) = P[PH]#[PH2].O=P
E_tot = -1444.1419 Eh
E_HOMO = -8.25 eV
maximum force = 3.66 eV/A
energy relative to the best compared isomer or geometry (same formula, charge and spin) = 37.7 kcal per mole
charge = 0

Mulliken charges, unit e, in atom order: -0.2901, -0.1292, 0.2291, -0.2121, 0.1164, 0.0110, 0.0370, 0.0568, 0.0329, 0.0693, 0.0788